No. 1
C21H56O7 | the ωB97M-V functional and the def2-TZVPD basis

Last column: Mulliken charge in e.
Geometry (Å):
C: 13.520 40.789 -16.723  -1.35
C: 12.826 39.647 -17.421  0.81
C: 11.658 39.092 -16.598  -1.30
O: 12.351 40.168 -18.661  -0.58
H: 13.934 40.515 -15.751  0.34
H: 12.827 41.618 -16.576  0.39
H: 14.377 41.131 -17.307  0.32
H: 13.528 38.829 -17.619  0.08
H: 11.914 39.011 -15.541  0.28
H: 11.354 38.113 -16.971  0.35
H: 10.814 39.777 -16.693  0.34
H: 12.058 39.446 -19.225  0.33
C: 16.535 38.367 -16.362  -1.62
C: 17.424 37.133 -16.340  1.11
C: 18.421 37.134 -15.193  -0.77
O: 16.629 35.956 -16.291  -0.50
H: 16.063 38.433 -17.348  0.33
H: 17.102 39.298 -16.286  0.41
H: 15.754 38.343 -15.600  0.35
H: 17.995 37.108 -17.271  0.19
H: 17.920 36.995 -14.229  0.36
H: 18.999 38.058 -15.112  -0.08
H: 19.118 36.301 -15.312  0.06
H: 15.885 36.104 -15.687  0.09
C: 18.322 32.593 -16.416  -1.51
C: 19.181 33.445 -17.346  1.65
C: 19.858 32.664 -18.460  -1.59
O: 18.419 34.457 -17.982  -0.56
H: 18.903 31.749 -16.042  0.44
H: 17.406 32.250 -16.899  0.33
H: 18.055 33.202 -15.548  0.34
H: 19.985 33.852 -16.709  -0.40
H: 20.330 31.748 -18.097  0.39
H: 20.612 33.267 -18.963  0.30
H: 19.100 32.355 -19.184  0.38
H: 17.744 34.763 -17.360  0.25
C: 12.017 35.705 -14.254  -1.22
C: 13.323 35.001 -14.576  0.67
C: 13.374 34.432 -15.971  -1.20
O: 14.437 35.906 -14.451  -0.44
H: 11.184 35.055 -14.546  0.37
H: 11.889 36.627 -14.823  0.11
H: 11.902 35.905 -13.189  0.41
H: 13.425 34.212 -13.820  0.22
H: 12.904 35.131 -16.671  0.23
H: 12.799 33.508 -16.058  0.42
H: 14.394 34.230 -16.290  0.23
H: 14.497 36.188 -13.533  0.22
C: 22.573 39.474 -19.398  -1.42
C: 21.219 40.001 -19.012  0.31
C: 20.646 39.234 -17.836  -0.44
O: 21.429 41.385 -18.640  -0.58
H: 22.952 39.946 -20.303  0.37
H: 22.516 38.399 -19.606  0.32
H: 23.300 39.586 -18.593  0.35
H: 20.549 40.004 -19.876  0.32
H: 19.740 39.665 -17.414  0.27
H: 21.429 39.132 -17.083  0.02
H: 20.410 38.219 -18.176  0.17
H: 20.588 41.847 -18.700  0.32
C: 22.664 36.694 -15.005  -0.84
C: 22.874 35.554 -15.983  0.21
C: 22.298 35.910 -17.359  -0.44
O: 24.237 35.189 -16.070  -0.61
H: 23.026 36.409 -14.010  0.38
H: 21.602 36.918 -14.877  -0.08
H: 23.208 37.603 -15.272  0.40
H: 22.325 34.681 -15.625  0.32
H: 21.207 35.892 -17.353  -0.09
H: 22.742 35.265 -18.115  0.37
H: 22.574 36.942 -17.603  0.06
H: 24.759 35.959 -16.317  0.36
C: 21.803 40.092 -11.596  -1.62
C: 21.800 39.831 -13.088  1.00
C: 20.520 40.310 -13.760  -0.85
O: 22.940 40.397 -13.725  -0.53
H: 21.016 39.548 -11.067  0.38
H: 21.681 41.154 -11.361  0.40
H: 22.725 39.740 -11.125  0.41
H: 21.819 38.746 -13.226  -0.08
H: 20.405 41.396 -13.759  0.39
H: 19.640 39.906 -13.247  0.33
H: 20.480 39.954 -14.791  -0.18
H: 23.153 41.217 -13.270  0.33

Output
SMILES: CC(C)O.CC(C)O.CC(C)O.CC(C)O.CC(C)O.CC(C)O.CC(C)O
LUMO level, eV: 0.37
HOMO-LUMO gap, eV: 10.09
ΔE to the lowest compared entry with this formula, charge and spin, kcal/mol: 18.7

No. 2
C21H57Mn2N3O13S | the ωB97M-V functional and the def2-TZVPD basis

Last column: Mulliken charge in e.
Geometry (Å):
Mn: 1.860 -4.037 0.223  1.13
Mn: 3.422 4.676 3.441  1.20
S: 2.664 0.346 1.499  1.28
O: 2.386 0.903 2.823  -0.69
O: 3.190 1.514 0.839  -0.67
O: 3.464 -0.878 1.534  -0.66
O: 1.534 -0.267 0.834  -0.66
C: 6.547 3.888 4.011  -0.76
O: 5.834 4.670 3.107  -0.18
C: 6.725 5.549 2.376  -0.71
C: 5.867 6.221 1.205  -0.68
N: 4.606 6.795 1.738  -0.29
C: 3.594 6.926 0.656  -0.84
C: 2.221 6.906 1.285  -0.57
O: 1.987 5.715 1.989  -0.15
C: 0.618 5.421 2.161  -0.79
H: 5.870 3.280 4.612  0.25
H: 7.065 4.533 4.721  0.38
H: 7.352 3.250 3.646  0.32
H: 7.593 5.080 1.912  0.43
H: 7.233 6.168 3.114  0.48
H: 5.627 5.506 0.418  0.38
H: 6.533 6.984 0.801  0.38
H: 4.824 7.773 1.865  0.24
H: 3.754 6.197 -0.139  0.38
H: 3.813 7.858 0.134  0.50
H: 1.492 6.979 0.478  0.40
H: 1.953 7.764 1.901  0.43
H: 0.596 4.393 2.523  0.28
H: 0.029 5.465 1.244  0.31
H: 0.127 6.073 2.883  0.36
C: 2.729 -3.522 -2.679  -0.67
O: 1.612 -4.278 -2.161  -0.19
C: 0.609 -4.568 -3.117  -0.65
C: -0.354 -5.606 -2.526  -0.71
N: -0.676 -5.076 -1.178  -0.13
C: -1.343 -6.022 -0.276  -0.80
C: -1.207 -5.522 1.204  -0.55
O: 0.085 -4.878 1.495  -0.24
C: 0.350 -4.870 2.910  -0.72
H: 3.443 -3.143 -1.947  0.22
H: 2.411 -2.705 -3.327  0.32
H: 3.258 -4.211 -3.338  0.33
H: 0.986 -4.967 -4.059  0.41
H: 0.076 -3.635 -3.296  0.40
H: 0.058 -6.615 -2.514  0.41
H: -1.235 -5.698 -3.161  0.39
H: -1.412 -4.395 -1.302  0.15
H: -0.871 -7.002 -0.339  0.42
H: -2.401 -6.167 -0.493  0.34
H: -1.265 -6.485 1.711  0.40
H: -2.048 -4.920 1.548  0.45
H: 0.834 -5.786 3.251  0.33
H: -0.524 -4.777 3.554  0.33
H: 0.976 -3.988 3.048  0.28
C: -7.823 2.255 -2.575  -0.83
O: -6.845 1.275 -2.406  -0.29
C: -7.056 0.479 -1.250  -0.49
C: -5.997 -0.632 -1.331  -0.85
N: -5.936 -1.405 -2.572  -0.38
C: -7.134 -2.170 -2.802  -0.61
C: -7.118 -3.288 -3.895  -0.60
O: -6.833 -2.647 -5.147  -0.29
C: -6.817 -3.556 -6.219  -0.75
H: -7.431 3.029 -3.234  0.26
H: -7.926 2.887 -1.693  0.33
H: -8.798 1.879 -2.883  0.31
H: -8.092 0.180 -1.091  0.39
H: -6.790 1.064 -0.370  0.43
H: -6.047 -1.260 -0.442  0.43
H: -5.012 -0.174 -1.239  0.36
H: -5.885 -0.700 -3.293  0.31
H: -7.996 -1.510 -2.907  0.31
H: -7.395 -2.747 -1.915  0.42
H: -8.070 -3.811 -3.975  0.39
H: -6.395 -4.018 -3.531  0.29
H: -6.002 -4.280 -6.193  0.29
H: -6.546 -2.908 -7.053  0.24
H: -7.815 -3.991 -6.270  0.31
C: -0.693 3.260 -4.602  -0.44
O: 0.574 2.685 -4.510  -0.50
H: -0.738 4.113 -3.924  0.22
H: -0.790 3.691 -5.599  0.21
H: -1.434 2.494 -4.373  0.20
H: 0.897 2.768 -3.610  0.30
C: -1.813 0.594 8.269  -0.52
O: -2.075 0.149 6.925  -0.49
H: -2.645 0.377 8.939  0.24
H: -0.866 0.175 8.608  0.24
H: -1.507 1.635 8.373  0.25
H: -1.241 0.176 6.450  0.29
C: 9.530 -3.405 1.768  -0.51
O: 9.038 -2.138 1.457  -0.49
H: 8.993 -3.721 2.663  0.24
H: 9.418 -4.162 0.993  0.23
H: 10.557 -3.344 2.128  0.23
H: 8.079 -2.109 1.498  0.30

Output
Spin multiplicity: 11
LUMO level (spin up / spin down), eV: -7.73 / -7.65
HOMO-LUMO gap (spin up / spin down), eV: 3.30 / 3.13
ΔE to the lowest compared entry with this formula, charge and spin, kcal/mol: 373.2
Net charge: +2

No. 3
C21H59LiO14 | the ωB97M-V functional and the def2-TZVPD basis

Last column: Mulliken charge in e.
Geometry (Å):
Li: 0.625 2.615 -0.552  0.73
C: -0.750 -0.095 -0.401  -0.29
C: 0.316 -0.047 0.638  1.40
O: 1.208 1.069 0.653  -1.49
H: -0.343 0.201 -1.370  -0.24
H: -1.526 0.648 -0.202  -0.15
H: -1.270 -1.052 -0.439  0.24
H: 0.926 -0.940 0.478  -0.13
H: -0.239 -0.161 1.573  -0.33
C: -4.821 2.017 -0.213  -1.33
C: -4.569 2.535 1.197  0.66
C: -4.152 1.429 2.133  -0.96
O: -3.565 3.551 1.060  -0.65
H: -5.182 2.824 -0.851  0.34
H: -5.633 1.293 -0.152  0.46
H: -3.907 1.573 -0.608  0.10
H: -5.430 2.959 1.718  0.32
H: -3.797 1.755 3.111  0.32
H: -3.312 0.950 1.626  -0.12
H: -4.942 0.695 2.286  0.48
H: -3.436 3.817 1.979  0.26
C: 3.271 -3.348 -0.998  -1.03
C: 4.830 -3.079 -1.043  0.75
C: 5.589 -4.202 -1.758  -1.44
O: 4.976 -1.796 -1.637  -0.54
H: 3.166 -4.379 -0.654  0.45
H: 2.818 -3.211 -1.979  0.16
H: 2.834 -2.733 -0.211  0.15
H: 5.155 -3.064 0.000  0.14
H: 5.026 -4.333 -2.683  0.34
H: 5.527 -5.143 -1.212  0.36
H: 6.637 -3.910 -1.827  0.38
H: 4.375 -1.265 -1.100  0.34
C: 2.886 0.722 -3.781  -1.17
C: 1.890 0.244 -4.869  0.51
C: 1.257 -1.075 -4.510  -1.10
O: 0.811 1.217 -4.975  -0.63
H: 2.465 0.843 -2.783  0.05
H: 3.256 1.708 -4.070  0.37
H: 3.777 0.095 -3.773  0.45
H: 2.417 0.155 -5.819  0.36
H: 0.751 -1.416 -5.415  0.41
H: 0.492 -1.028 -3.735  0.11
H: 1.968 -1.859 -4.246  0.33
H: 0.378 1.147 -5.828  0.30
C: 4.004 -0.466 2.498  -0.42
C: 4.625 0.183 1.273  -0.50
O: 3.844 0.018 0.122  -0.46
O: 2.764 0.189 2.934  -0.57
H: 4.718 -0.484 3.322  0.39
H: 3.806 -1.525 2.324  0.20
H: 5.632 -0.226 1.187  0.42
H: 4.678 1.264 1.412  0.25
H: 2.960 0.371 0.269  0.42
H: 2.309 0.426 2.115  0.29
C: -1.698 3.614 -1.727  -0.57
C: -1.183 2.607 -2.740  -0.24
O: 0.258 2.377 -2.623  -0.43
O: -1.345 3.179 -0.437  -0.03
H: -2.784 3.701 -1.768  0.30
H: -1.191 4.569 -1.881  0.32
H: -1.411 2.981 -3.738  0.47
H: -1.606 1.627 -2.511  0.16
H: 0.588 1.910 -3.401  0.21
H: -2.003 3.457 0.213  0.05
C: -1.212 -3.629 -2.333  0.37
C: -2.652 -3.673 -1.853  -0.49
O: -3.478 -4.495 -2.620  -0.51
O: -0.403 -4.785 -2.024  -0.53
H: -0.675 -2.809 -1.856  -0.20
H: -1.207 -3.375 -3.395  0.17
H: -3.021 -2.646 -1.840  0.25
H: -2.538 -3.985 -0.812  0.37
H: -4.200 -4.802 -2.068  0.32
H: -0.914 -5.599 -2.038  0.30
C: -2.588 -1.873 4.630  -0.56
C: -1.274 -1.146 4.334  0.52
O: -0.701 -0.728 5.538  -0.62
O: -3.569 -0.885 4.813  -0.52
H: -2.598 -2.532 5.500  0.36
H: -2.887 -2.526 3.807  0.32
H: -1.459 -0.203 3.816  -0.45
H: -0.581 -1.810 3.815  0.32
H: 0.007 -0.095 5.394  0.34
H: -4.433 -1.274 4.969  0.28
C: -0.634 2.915 3.084  1.12
C: -1.267 4.244 3.380  -1.09
O: -2.640 4.224 3.655  -0.60
O: 0.687 3.075 2.589  -0.63
H: -1.190 2.359 2.326  -0.38
H: -0.676 2.311 3.994  0.09
H: -1.149 4.981 2.584  0.31
H: -0.720 4.732 4.189  0.51
H: -2.710 4.105 4.605  0.34
H: 0.968 2.228 2.217  0.36

Output
LUMO level, eV: 0.25
HOMO-LUMO gap, eV: 8.72

no.,strongest force on any atom (hartree/bohr)
1,0.023
2,0.078
3,0.043